# C76H207N7O31

A cluster of 24 separate species, C76H207N7O31 in total (wB97M-V/def2-TZVPD, the OMol25 dataset).

```
321
Properties=species:S:1:pos:R:3:mulliken_charge:R:1
C -2.073 -0.075 1.305 -0.10
O -0.728 -0.488 1.161 0.26
C -0.379 -1.641 0.415 -0.31
C 1.197 -1.651 0.259 -1.08
N 1.753 -0.440 -0.382 1.29
C 3.225 -0.479 -0.244 -0.80
C 3.892 0.785 -0.809 -0.38
O 3.514 1.861 0.125 0.31
C 4.104 3.121 -0.331 -1.01
H -2.204 0.908 1.759 0.03
H -2.648 -0.795 1.888 0.30
H -2.492 -0.004 0.301 -0.43
H -0.928 -1.574 -0.524 -0.25
H -0.611 -2.548 0.974 0.31
H 1.470 -2.597 -0.209 -0.06
H 1.557 -1.621 1.288 1.01
H 1.456 0.394 0.104 -0.67
H 3.527 -1.368 -0.797 0.02
H 3.440 -0.611 0.817 0.38
H 3.608 1.034 -1.831 -0.11
H 4.964 0.598 -0.742 0.32
H 5.191 3.073 -0.282 0.26
H 3.828 3.846 0.435 0.46
H 3.791 3.554 -1.281 0.00
C -3.986 2.419 -2.025 -0.81
O -3.824 1.112 -2.550 -0.13
C -2.430 0.696 -2.707 -0.08
C -2.187 -0.217 -3.983 -0.84
N -0.721 -0.425 -4.159 -0.30
C -0.155 -1.335 -3.179 0.94
C 1.286 -1.812 -3.457 0.26
O 1.368 -2.786 -4.506 -0.27
C 2.499 -3.567 -4.734 -0.44
H -4.829 2.553 -1.347 0.52
H -4.202 3.046 -2.890 0.37
H -3.081 2.800 -1.552 -0.03
H -1.938 0.397 -1.782 0.05
H -1.844 1.547 -3.057 0.39
H -2.535 0.215 -4.921 0.37
H -2.810 -1.103 -3.867 0.27
H -0.204 0.397 -3.883 0.45
H -0.690 -2.284 -3.150 0.12
H -0.173 -0.917 -2.172 -1.03
H 1.630 -2.199 -2.498 0.00
H 1.908 -0.943 -3.670 -0.54
H 2.358 -4.286 -5.541 0.35
H 2.861 -4.170 -3.901 0.09
H 3.260 -2.874 -5.093 -0.02
C -6.883 0.938 -3.581 -0.72
O -7.251 -0.357 -4.207 -0.16
C -8.118 -0.385 -5.386 -0.57
C -7.834 -1.589 -6.280 -0.85
N -7.845 -2.876 -5.546 -0.34
C -9.086 -3.278 -4.888 -0.43
C -8.952 -4.541 -4.027 -0.80
O -8.217 -4.298 -2.860 -0.14
C -8.466 -5.201 -1.782 -0.82
H -7.795 1.524 -3.466 0.43
H -6.223 1.567 -4.177 0.31
H -6.457 0.660 -2.617 0.03
H -7.964 0.465 -6.051 0.44
H -9.160 -0.320 -5.074 0.34
H -6.915 -1.456 -6.851 0.36
H -8.670 -1.519 -6.976 0.36
H -7.126 -2.899 -4.837 0.30
H -9.907 -3.528 -5.559 0.39
H -9.537 -2.531 -4.234 0.27
H -8.477 -5.368 -4.556 0.27
H -9.993 -4.733 -3.766 0.43
H -8.337 -4.733 -0.806 0.20
H -8.001 -6.181 -1.897 0.28
H -9.538 -5.393 -1.750 0.40
C -2.646 -5.992 -2.248 -0.71
O -1.321 -6.250 -2.035 0.32
C -0.956 -7.550 -2.554 -1.09
C 0.573 -7.830 -2.423 -0.04
N 0.904 -7.937 -0.999 -0.27
C 2.343 -7.951 -0.760 -0.98
C 3.210 -6.780 -1.370 -0.60
O 2.819 -5.468 -0.810 0.34
C 3.401 -5.193 0.446 -0.58
H -3.005 -5.122 -1.697 -0.14
H -3.283 -6.823 -1.943 0.38
H -2.936 -5.828 -3.285 0.24
H -1.053 -7.504 -3.638 0.36
H -1.486 -8.381 -2.087 0.37
H 1.144 -7.091 -2.986 -0.07
H 0.918 -8.698 -2.985 0.47
H 0.494 -7.097 -0.615 0.08
H 2.752 -8.922 -1.038 0.49
H 2.530 -7.805 0.304 0.31
H 3.057 -6.656 -2.442 0.45
H 4.286 -6.942 -1.308 0.20
H 4.477 -5.040 0.359 0.01
H 3.431 -6.154 0.960 0.26
H 2.909 -4.323 0.881 0.09
C -4.848 9.296 -1.852 -0.78
O -4.160 8.131 -1.261 -0.32
C -4.703 6.853 -1.575 -0.80
C -4.163 5.843 -0.565 0.60
N -5.322 5.175 0.173 -0.36
C -4.912 4.361 1.285 0.54
C -6.194 4.020 2.084 -0.75
O -6.739 5.178 2.690 -0.39
C -8.026 5.004 3.284 -0.81
H -4.354 10.128 -1.351 0.24
H -5.927 9.320 -1.700 0.32
H -4.583 9.435 -2.900 0.31
H -4.590 6.449 -2.581 0.32
H -5.758 7.026 -1.360 0.42
H -3.367 6.222 0.077 0.02
H -3.586 5.177 -1.207 -0.21
H -5.929 5.855 0.610 0.37
H -4.199 4.817 1.972 -0.45
H -4.449 3.493 0.816 0.12
H -5.923 3.200 2.749 0.39
H -6.877 3.655 1.317 0.35
H -8.295 5.922 3.807 0.33
H -8.093 4.362 4.163 0.26
H -8.780 4.609 2.604 0.36
C 7.987 3.087 -3.597 -0.71
O 7.936 1.908 -2.891 0.02
C 8.127 0.666 -3.566 -0.52
C 7.678 -0.455 -2.469 0.27
N 8.216 -1.751 -2.775 -0.25
C 7.576 -2.505 -3.881 -1.01
C 6.177 -3.099 -3.441 0.90
O 6.088 -4.496 -3.077 -0.55
C 6.496 -4.766 -1.768 -0.36
H 8.997 3.306 -3.942 0.33
H 7.591 3.956 -3.070 0.06
H 7.495 3.014 -4.567 0.33
H 9.193 0.583 -3.774 0.24
H 7.424 0.626 -4.399 0.02
H 6.615 -0.406 -2.235 -0.22
H 8.087 -0.128 -1.513 0.21
H 8.461 -2.349 -1.998 0.36
H 8.177 -3.296 -4.329 0.38
H 7.502 -1.797 -4.706 0.38
H 5.426 -3.022 -4.227 -0.09
H 5.699 -2.491 -2.674 -0.27
H 7.568 -4.738 -1.578 0.35
H 6.203 -5.801 -1.594 0.40
H 5.937 -4.133 -1.078 -0.17
C -8.419 1.405 3.785 -0.88
O -8.720 0.333 4.638 -0.42
C -7.593 -0.496 4.867 -0.52
C -7.941 -1.703 5.664 -0.52
N -8.561 -1.284 6.922 -0.33
C -9.188 -2.432 7.619 -0.69
C -10.017 -2.021 8.895 -0.75
O -11.106 -1.188 8.631 -0.29
C -11.555 -0.503 9.697 -0.74
H -7.958 1.169 2.826 0.32
H -7.635 2.057 4.169 0.30
H -9.289 2.061 3.817 0.41
H -6.920 0.119 5.465 0.25
H -7.112 -0.737 3.919 0.50
H -7.123 -2.405 5.824 0.32
H -8.712 -2.259 5.131 0.27
H -9.099 -0.441 6.775 0.29
H -8.549 -3.292 7.821 0.39
H -10.023 -2.886 7.087 0.33
H -9.298 -1.456 9.489 0.38
H -10.305 -2.836 9.560 0.48
H -12.156 -1.077 10.402 0.30
H -12.241 0.304 9.437 0.24
H -10.718 -0.058 10.234 0.33
C 4.526 -0.162 -5.490 -1.03
C 3.554 0.978 -5.402 0.25
O 3.458 1.889 -6.446 -0.52
H 4.756 -0.688 -4.564 -0.11
H 5.543 0.147 -5.731 0.56
H 4.174 -0.790 -6.308 0.57
H 3.776 1.561 -4.507 0.01
H 2.625 0.420 -5.291 -0.01
H 3.513 1.441 -7.293 0.33
C 11.599 3.720 -1.262 -1.27
C 10.914 2.315 -1.423 0.57
O 11.597 1.513 -0.603 -0.55
H 11.366 4.334 -0.391 0.26
H 11.270 4.399 -2.048 0.36
H 12.687 3.682 -1.316 0.34
H 10.872 1.987 -2.461 0.26
H 9.845 2.349 -1.213 -0.25
H 11.437 0.596 -0.837 0.32
C -2.202 -4.201 -6.816 -1.35
C -1.000 -3.761 -5.971 0.31
O -0.771 -4.461 -4.771 -0.34
H -2.052 -3.789 -7.813 0.38
H -3.154 -3.983 -6.330 0.27
H -2.166 -5.282 -6.947 0.32
H -1.306 -2.753 -5.688 0.01
H -0.094 -3.576 -6.547 0.20
H -0.076 -4.061 -4.244 0.23
C 6.188 -2.177 1.559 0.11
C 7.453 -3.048 1.483 -0.59
O 8.343 -2.558 0.538 -0.43
H 6.407 -1.111 1.615 0.27
H 5.674 -2.437 2.484 0.20
H 5.570 -2.287 0.668 -0.40
H 7.198 -4.047 1.129 0.25
H 7.903 -3.124 2.473 0.34
H 8.691 -1.694 0.771 0.27
C 3.042 5.829 -3.813 -0.60
C 2.521 4.991 -5.006 -0.23
O 1.223 4.495 -4.648 -0.45
H 3.087 5.136 -2.973 -0.24
H 2.232 6.523 -3.589 0.22
H 4.013 6.297 -3.972 0.53
H 3.207 4.145 -4.977 0.08
H 2.459 5.476 -5.980 0.37
H 1.127 3.812 -5.315 0.29
C 7.034 2.743 2.509 -0.65
C 8.286 3.026 1.606 0.64
O 9.403 2.652 2.290 -0.60
H 7.121 1.739 2.924 0.27
H 6.073 2.777 1.996 -0.01
H 6.922 3.567 3.214 0.39
H 8.314 4.075 1.312 -0.06
H 8.372 2.434 0.694 -0.29
H 9.809 1.927 1.809 0.37
C 6.271 6.012 -0.909 0.25
C 7.329 7.021 -0.725 -0.75
O 8.540 6.333 -0.728 -0.45
H 6.371 5.212 -0.176 -0.15
H 6.254 5.600 -1.917 0.13
H 5.295 6.468 -0.739 0.06
H 7.243 7.757 0.074 0.36
H 7.319 7.654 -1.612 0.24
H 9.081 6.504 0.047 0.28
C 5.459 -0.572 5.477 -0.82
C 4.755 -0.244 6.850 -0.52
O 3.446 -0.590 6.871 -0.43
H 6.497 -0.245 5.406 0.46
H 4.895 -0.165 4.638 0.08
H 5.702 -1.634 5.422 0.30
H 4.843 0.841 6.887 0.31
H 5.387 -0.710 7.607 0.35
H 2.915 0.063 6.409 0.24
C 1.892 1.601 3.494 0.00
C 2.628 2.519 4.575 -0.45
O 2.297 1.927 5.829 -0.42
H 1.856 2.143 2.549 -0.33
H 0.889 1.345 3.835 -0.03
H 2.405 0.644 3.394 0.51
H 2.144 3.488 4.459 0.33
H 3.708 2.604 4.454 0.26
H 2.114 2.542 6.544 0.18
C 3.526 8.655 -1.608 -0.43
C 2.787 8.771 -0.266 -0.31
O 3.594 8.128 0.677 -0.49
H 2.814 8.957 -2.376 0.38
H 3.886 7.655 -1.849 -0.24
H 4.335 9.385 -1.618 0.35
H 1.833 8.283 -0.467 0.15
H 2.478 9.784 -0.007 0.33
H 4.290 8.704 1.003 0.30
C -4.975 -4.549 3.205 -0.68
C -6.446 -4.969 2.997 -0.37
O -7.235 -3.848 2.717 -0.59
H -4.395 -4.433 2.290 -0.12
H -4.361 -5.260 3.758 0.50
H -4.842 -3.578 3.682 0.29
H -6.748 -5.285 3.996 0.40
H -6.467 -5.875 2.392 0.28
H -8.169 -4.031 2.845 0.26
C -1.684 0.985 6.596 -1.18
C -1.987 0.509 5.189 0.20
O -2.562 1.560 4.446 -0.32
H -2.534 1.402 7.136 0.29
H -0.847 1.684 6.576 0.20
H -1.318 0.168 7.218 0.40
H -2.781 -0.236 5.239 0.32
H -1.130 0.129 4.633 -0.05
H -1.935 2.224 4.152 0.21
C 3.331 -3.795 5.318 -0.43
C 1.896 -3.352 5.635 0.25
O 1.799 -3.167 6.965 -0.59
H 3.281 -3.781 4.230 -0.05
H 3.504 -4.813 5.666 0.34
H 4.194 -3.193 5.607 0.04
H 1.317 -4.188 5.242 0.15
H 1.663 -2.499 4.999 -0.09
H 2.176 -2.341 7.278 0.38
C -1.333 5.568 2.321 -0.60
C -0.333 5.136 3.432 -0.58
O -0.571 3.783 3.467 -0.02
H -2.403 5.532 2.525 0.17
H -1.236 4.898 1.466 -0.08
H -1.001 6.583 2.102 0.42
H -0.444 5.664 4.379 0.37
H 0.658 5.274 3.000 0.28
H 0.004 3.277 2.888 -0.04
C -1.924 -5.628 1.750 -0.87
C -0.355 -5.949 1.657 0.13
O 0.268 -5.360 2.815 -0.41
H -2.556 -6.383 2.218 0.48
H -2.319 -5.468 0.747 0.10
H -2.119 -4.635 2.157 0.35
H 0.099 -5.666 0.707 -0.53
H -0.131 -7.014 1.718 0.71
H 0.064 -5.947 3.547 0.26
C -4.583 -2.160 -1.232 -0.46
C -5.634 -3.022 -0.497 0.02
O -5.737 -2.497 0.801 -0.18
H -4.897 -1.179 -1.589 0.09
H -4.130 -2.655 -2.091 0.38
H -3.719 -2.036 -0.579 -0.03
H -5.337 -4.069 -0.440 0.19
H -6.629 -3.145 -0.924 0.05
H -6.228 -3.133 1.327 -0.05
C 0.101 2.718 -1.085 1.28
C 0.549 4.198 -1.022 -0.04
O -0.477 5.139 -1.094 -0.40
H 0.884 2.072 -0.688 -0.90
H -0.134 2.388 -2.097 -0.06
H -0.804 2.532 -0.507 0.03
H 1.246 4.439 -1.825 -0.32
H 1.091 4.381 -0.094 0.24
H -0.578 5.472 -1.988 0.28
```

The largest force on an atom comes out at 3.94 eV Å⁻¹. The calculation puts the relative energy (zero: lowest compared OMol25 entry of this formula, charge and spin) at 0.00 kJ/mol. For the gap between HOMO and LUMO, the calculation gives 0.3136 Ha. As for the electronic energy: -156050.0034 eV. The multiplicity is 1. The net charge is 0. The HOMO energy is -8.349 eV.